C17H33N3O2PtS as an isolated structure. Source: the OMol25 dataset; level of theory: wB97M-V/def2-TZVPD.

XYZ file:
```
57
Properties=species:S:1:pos:R:3:mulliken_spin:R:1
Pt -0.728 1.373 0.776 1.62
C -1.624 -1.217 4.493 0.01
S -1.901 -0.808 2.783 0.00
O -0.748 0.203 2.516 0.03
C -1.384 -2.295 1.977 0.01
C -2.345 -3.004 1.268 0.00
C -1.970 -4.171 0.615 0.00
C -0.652 -4.600 0.670 0.00
C 0.304 -3.871 1.375 0.00
C -0.056 -2.709 2.035 0.00
H -0.580 -1.493 4.628 0.00
H -2.283 -2.049 4.742 0.00
H -1.881 -0.343 5.087 0.00
H -3.370 -2.655 1.230 0.00
H -2.707 -4.743 0.068 0.00
H -0.364 -5.514 0.168 0.00
H 1.326 -4.224 1.422 0.00
H 0.675 -2.129 2.585 0.00
C -0.091 -0.423 -2.227 0.03
C 0.106 -0.989 -0.835 0.08
N 1.484 -1.051 -0.380 0.02
C 2.234 -2.263 -0.772 0.00
C 2.958 -2.153 -2.106 0.00
C 2.070 -0.040 0.274 -0.04
C 3.520 -0.167 0.648 0.02
N 1.419 1.037 0.628 0.26
H -1.154 -0.298 -2.435 0.00
H 0.312 -1.103 -2.976 0.00
H 0.409 0.538 -2.331 -0.01
H -0.334 -1.982 -0.729 0.01
H -0.496 -0.395 -0.091 -0.02
H 1.506 -3.075 -0.803 0.00
H 2.930 -2.512 0.026 0.00
H 2.266 -2.086 -2.943 0.00
H 3.571 -3.041 -2.257 0.00
H 3.616 -1.285 -2.143 0.00
H 3.649 -0.973 1.371 0.00
H 3.875 0.755 1.100 0.00
H 4.141 -0.390 -0.217 0.00
H 1.993 1.695 1.135 -0.01
O -2.605 2.469 2.004 0.05
H -3.286 2.937 1.503 -0.01
H -2.411 3.024 2.772 0.00
C -2.276 4.037 -2.024 0.09
C -0.821 3.686 -1.666 -0.04
C -0.024 3.311 -2.927 0.10
C -0.140 4.850 -0.917 0.11
N -0.826 2.581 -0.784 1.70
H -2.270 4.886 -2.707 0.01
H -2.841 4.323 -1.136 0.00
H -2.771 3.203 -2.518 -0.01
H -0.001 4.178 -3.586 0.01
H -0.496 2.488 -3.461 -0.01
H 1.004 3.046 -2.676 -0.01
H -0.130 5.718 -1.576 0.01
H 0.889 4.600 -0.660 -0.01
H -0.690 5.113 -0.014 -0.01
```

Output
- multiplicity = 5
- total charge = +2
- ⟨S²⟩ = 6.017
- orbital gap (spin up / spin down) (eV) = 9.29 / 6.36
- electronic energy (eV) = -40793.0961


The molecule C17H33N3O4. Source: the OMol25 dataset; level of theory: wB97M-V/def2-TZVPD.

XYZ file:
```
57
Properties=species:S:1:pos:R:3:mulliken_charge:R:1
C -0.633 2.300 -3.218 -1.77
H -1.386 2.962 -2.796 0.41
H -0.681 2.373 -4.302 0.37
H 0.347 2.645 -2.894 0.44
C -0.872 0.858 -2.774 2.06
C -2.270 0.407 -3.191 -1.68
H -2.492 -0.589 -2.817 0.35
H -3.022 1.088 -2.800 0.46
H -2.353 0.393 -4.275 0.39
C 0.212 -0.050 -3.370 -0.97
C 0.284 -1.427 -2.694 -0.13
N 0.675 -1.318 -1.293 0.05
C 1.745 -0.684 -0.800 0.12
O 2.678 -0.243 -1.456 -0.84
C 1.691 -0.554 0.738 0.37
N 0.655 0.402 1.085 0.11
C -0.646 0.064 1.203 0.53
O -1.070 -1.047 0.947 -0.76
O -1.356 1.115 1.624 -0.53
C -2.790 1.012 1.819 1.75
C -3.478 0.675 0.498 -1.54
H -3.182 -0.314 0.159 0.33
H -4.556 0.692 0.632 0.52
H -3.205 1.405 -0.261 0.29
C -3.103 -0.034 2.888 -1.69
H -2.571 0.200 3.808 0.38
H -4.170 -0.041 3.091 0.48
H -2.802 -1.022 2.549 0.34
C -3.197 2.406 2.296 -1.80
H -2.938 3.147 1.544 0.40
H -2.676 2.652 3.217 0.43
H -4.267 2.439 2.474 0.41
H 0.921 1.357 1.261 0.33
C 3.047 -0.134 1.298 -1.33
H 3.174 0.938 1.127 0.42
H 3.814 -0.640 0.709 0.43
C 3.279 -0.448 2.783 0.67
C 3.285 -1.952 3.051 -1.51
H 2.292 -2.378 2.932 0.28
H 3.612 -2.148 4.069 0.45
H 3.964 -2.462 2.370 0.38
C 2.273 0.249 3.695 -1.41
H 2.267 1.322 3.519 0.34
H 1.269 -0.137 3.534 0.20
H 2.536 0.079 4.737 0.47
H 4.277 -0.062 3.024 0.38
H 1.387 -1.527 1.140 0.33
H -0.034 -1.586 -0.616 0.30
H -0.703 -1.894 -2.703 0.56
C 1.191 -2.359 -3.523 -0.36
O 0.726 -3.284 -4.154 -0.67
N 2.488 -2.025 -3.525 -0.22
H 3.133 -2.599 -4.043 0.24
H 2.831 -1.276 -2.931 0.22
H 1.184 0.434 -3.267 0.28
H 0.019 -0.198 -4.434 0.61
H -0.799 0.818 -1.681 -0.69
```

Output
- orbital gap (eV) = 9.69
- electronic energy (eV) = -30827.9738